{"formula": "C7H14InO4", "method": "wB97M-V/def2-TZVPD", "symbols": ["O", "C", "C", "O", "C", "H", "H", "H", "H", "H", "H", "H", "O", "C", "C", "O", "C", "C", "In", "H", "H", "H", "H", "H", "H", "H"], "positions_angstrom": [[-3.6245, -1.0419, 0.0644], [-2.6933, -1.5036, -0.6716], [-1.9514, -0.5657, -1.5835], [-1.2665, 0.3604, -0.8019], [-0.8270, 1.4652, -1.5470], [-3.0332, -2.3872, -1.2591], [-2.6113, -0.1995, -2.3927], [-1.2784, -1.1961, -2.1974], [-0.1371, 2.0305, -0.9122], [-0.1823, 1.1154, -2.3712], [-1.6393, 2.0011, -2.0623], [-1.3240, -1.8007, 0.3413], [2.8889, -0.7320, 1.8979], [1.8914, 0.1087, 1.3206], [0.6519, -0.7117, 1.8475], [0.6863, -2.0448, 1.2897], [-0.5278, -2.7461, 1.3493], [3.0773, 4.1746, -0.9593], [2.5454, -2.5146, 1.6181], [2.1428, 1.1948, 1.5098], [1.6832, 0.8451, 0.4886], [-0.2480, -0.2209, 1.4575], [0.5085, -0.6147, 2.9332], [-0.7981, -2.7014, 2.4174], [2.2515, 4.0725, -0.2491], [3.8150, 3.6127, -1.5280]], "lowdin_spin": [0.001, -0.010, -0.009, -0.023, -0.003, -0.002, -0.001, -0.003, 0.001, -0.002, -0.002, 0.033, -0.185, -0.016, 0.019, -0.022, 0.719, 0.979, -0.621, -0.005, -0.001, 0.001, -0.002, 0.045, 0.056, 0.053], "lumo_ev": [-13.190, -11.667], "homo_lumo_gap_ev": [1.937, 3.739], "charge": 2, "relative_energy_kcal_mol": 249.27, "spin_multiplicity": 2}